{
  "formula": "C54H124N6O11",
  "method": "the ωB97M-V functional and the def2-TZVPD basis",
  "e_tot_ha": -3287.7880,
  "multiplicity": 1,
  "homo_energy_ev": -8.218,
  "relative_energy_ev": 0.000,
  "homo_lumo_gap_ev": 8.176,
  "elements": ["H", "H", "H", "H", "H", "H", "N", "C", "H", "H", "O", "H", "H", "C", "H", "H", "H", "H", "H", "H", "H", "H", "H", "H", "H", "H", "H", "H", "C", "O", "N", "C", "H", "H", "H", "H", "C", "H", "O", "H", "H", "C", "N", "C", "H", "H", "H", "H", "H", "H", "H", "C", "H", "C", "H", "O", "H", "H", "H", "H", "C", "C", "H", "H", "H", "H", "H", "H", "O", "H", "N", "C", "H", "H", "H", "C", "H", "C", "C", "H", "H", "H", "H", "H", "H", "C", "H", "O", "H", "C", "C", "C", "H", "H", "C", "H", "H", "H", "C", "H", "C", "H", "N", "H", "C", "C", "C", "H", "H", "C", "N", "C", "H", "C", "C", "H", "H", "H", "C", "H", "C", "H", "H", "H", "C", "H", "C", "C", "H", "H", "H", "C", "H", "C", "H", "O", "C", "C", "C", "H", "H", "H", "H", "H", "H", "H", "H", "H", "H", "H", "H", "H", "H", "C", "H", "H", "H", "C", "H", "C", "C", "H", "C", "H", "H", "O", "H", "C", "C", "O", "H", "H", "C", "H", "C", "H", "H", "H", "H", "C", "H", "C", "H", "C", "H", "C", "H", "C", "H", "H", "O", "O", "H", "C", "H"],
  "positions_angstrom": [[-0.737531, 11.291721, -22.810715], [-6.482605, 3.879128, -19.900987], [-9.923822, 3.619396, -15.345063], [-5.227305, -1.795577, -17.746032], [-1.519968, 8.220553, -18.811443], [-11.499588, 4.916357, -13.928028], [-5.542290, 3.775814, -23.033951], [-3.591264, -2.068675, -21.479732], [-2.794924, -4.014866, -19.273068], [-4.776037, 2.398804, -25.278482], [-9.169142, -2.737778, -27.720999], [-4.217405, 3.174142, -20.446095], [-6.483454, 2.274912, -25.141389], [-10.061325, 6.474049, -13.858890], [-3.722576, 6.269940, -24.341795], [-5.732049, -2.421927, -27.352898], [-8.283857, 0.105773, -15.005844], [-10.451299, 1.016961, -14.397589], [-2.810287, 10.985033, -20.963267], [-7.689750, 4.276768, -20.990655], [-10.883499, 8.410194, -14.294116], [-2.647700, 9.600042, -18.850191], [-3.418856, 4.496635, -21.348807], [-2.592494, 10.208535, -22.495433], [-7.559685, 1.664644, -23.078533], [-3.790083, -1.382714, -16.809847], [-0.203425, 10.910758, -18.992787], [-6.336496, 4.831699, -14.970077], [-5.466709, 2.330210, -23.229431], [-4.625219, 4.485118, -23.906937], [-0.454375, 9.824051, -20.571676], [-4.335238, 4.188508, -20.811993], [-6.954060, 0.122699, -16.969394], [-1.081448, 0.809354, -20.312042], [-11.967663, -0.684884, -15.430688], [-2.515466, -0.166712, -21.852835], [-9.414902, -2.769263, -24.927848], [-3.883691, 0.821945, -23.262500], [-9.732241, -1.973971, -18.601747], [-7.638876, -0.679726, -18.372673], [-4.284507, -3.849129, -18.332463], [-7.743173, -4.665167, -28.927691], [-10.032793, -1.374798, -17.363148], [0.555265, 9.963980, -21.617268], [-6.740146, -2.148088, -28.748380], [-0.591381, 7.156521, -23.422493], [1.150411, 7.917081, -21.870245], [-4.437860, -0.219873, -17.995876], [-9.132672, 4.746749, -17.302583], [-4.373423, 4.968809, -20.054401], [-8.364478, 0.822980, -17.644459], [-8.211530, 4.868775, -16.722121], [-5.449356, -3.303897, -28.879319], [-4.261624, -1.276656, -17.786465], [-6.863689, 6.515392, -14.699858], [-3.598509, 7.114028, -24.829246], [-12.443006, -2.346258, -17.177034], [-12.247214, 0.892688, -16.149386], [-7.104823, 5.265397, -13.518695], [-5.499775, 0.822724, -24.746360], [-1.433292, -1.309028, -20.380900], [0.643418, 8.674925, -22.466475], [0.526037, 12.077114, -21.936198], [-7.723791, -2.839980, -17.196790], [2.106034, 11.088129, -20.507363], [-6.591571, 6.058714, -22.686363], [-1.381943, -3.411491, -20.481721], [-13.334086, -0.895902, -17.827811], [-1.349505, -1.310948, -18.007052], [-10.669759, 0.178618, -19.432829], [-2.208022, -1.219145, -19.136341], [-4.321113, -1.796862, -20.177096], [-0.028537, -2.653526, -21.358599], [-1.384731, 8.666718, -23.531635], [0.235806, -0.085481, -19.638645], [-10.310544, 0.642434, -15.416929], [-6.457286, -1.486047, -25.126300], [-1.714249, 9.135006, -20.796397], [-2.349565, -1.199927, -21.559241], [-11.792555, 7.482362, -13.095711], [-7.938319, -3.959981, -29.729594], [-9.924895, 1.506882, -15.971596], [-10.934297, 5.370052, -12.293311], [-9.926312, -3.736055, -24.892543], [2.710863, 10.040081, -21.776424], [-0.484363, -0.097719, -20.456204], [-4.956726, 6.372726, -22.134072], [-8.181206, 4.265484, -24.287173], [-8.409034, 2.985531, -14.837035], [-7.898340, -0.151670, -17.456259], [-10.622489, 5.170652, -13.327315], [-7.181132, -4.017324, -27.700302], [-10.050865, -2.157355, -25.573465], [-8.848317, 3.619379, -24.015766], [-7.241172, -3.817524, -24.759668], [-6.257242, 1.682446, -20.358176], [-10.557107, 1.410788, -18.102146], [-9.324118, -2.331255, -23.939978], [-6.893763, 2.180440, -21.104768], [-7.125074, -2.070590, -15.747729], [-8.044383, -2.312105, -16.286248], [-2.954754, 6.912773, -25.521326], [-8.264436, -3.462868, -26.929795], [-0.985091, 7.087429, -20.933791], [-2.274808, 8.743220, -19.413534], [0.301422, 11.171317, -22.514657], [-8.085582, -2.889832, -25.594612], [-7.311490, -1.047897, -26.622027], [-7.620732, 3.955188, -16.831999], [-4.187463, 1.657799, -22.645679], [-9.495678, 6.146424, -15.146845], [1.946234, 10.117068, -21.001791], [-7.128377, -5.834706, -26.598319], [-3.312091, -3.394616, -18.533469], [-0.735126, 8.092468, -22.862007], [-6.489781, 0.579732, -22.477497], [-6.982724, -5.343106, -29.349963], [-10.007975, 3.103862, -12.894848], [-2.781972, 9.994065, -21.433956], [0.033488, -0.093576, -21.415331], [-12.408326, -1.465774, -17.812460], [-0.047127, -2.758470, -19.589139], [-6.334506, 6.293518, -21.026145], [1.133454, 8.942920, -23.407629], [-3.474944, -1.940383, -18.943965], [-8.799260, 4.324197, -12.637370], [-5.587996, 4.318856, -21.720644], [-11.095457, 0.561657, -18.500976], [-5.268489, -2.331245, -20.059495], [-10.048352, -2.884655, -18.539855], [-3.359561, 2.375265, -22.781962], [-9.096694, 7.108362, -12.855079], [-3.789099, 3.968735, -23.845570], [-6.623782, 1.675353, -22.479550], [-7.891606, 1.848092, -20.798312], [-1.720512, 3.267293, -24.411209], [-11.209415, -0.567909, -17.474181], [-0.661676, -2.587946, -20.476208], [-8.511515, 5.117663, -15.270588], [-11.946539, 7.056810, -14.750211], [-8.028425, -0.730241, -25.063155], [-3.279640, -3.117678, -21.467972], [-12.307933, -1.831335, -18.851315], [-9.962397, -3.286324, -27.735850], [-4.626797, -0.736496, -20.267065], [0.993872, 11.198399, -23.356618], [-5.215114, 4.924245, -25.861780], [-8.824872, 6.370191, -23.882002], [-6.630564, 4.380680, -26.163302], [-8.418143, 6.390827, -12.416680], [-8.616838, -3.050060, -15.715987], [-5.629711, -5.385219, -27.398412], [-12.109958, 0.841126, -18.812413], [-5.555869, 1.899341, -24.699336], [-1.873274, 3.684878, -25.274079], [-8.356666, 7.652150, -15.524996], [-7.643233, 5.677051, -17.170668], [-6.031785, -4.386113, -25.507242], [-5.447522, -5.117003, -24.939336], [-5.865755, 5.819378, -21.897605], [-6.210226, -2.926704, -28.189473], [-7.803884, -4.659071, -24.326833], [-9.621146, 4.032485, -13.312131], [-2.704355, -3.494586, -17.628492], [-2.470842, 7.359864, -21.737125], [-5.894232, 4.866255, -26.561981], [-5.308954, -3.555478, -25.605151], [-9.056669, 3.853700, -14.700168], [-9.209153, -0.409598, -15.324656], [-9.024613, 7.240490, -23.485739], [-4.267651, 1.502736, -21.577893], [-8.547549, 7.916250, -13.356917], [-6.749664, 3.715737, -20.955547], [-7.331012, 3.967106, -23.852241], [-1.497985, 7.833896, -21.564853], [-9.659052, 7.629748, -12.079724], [-9.227196, 7.047297, -22.561512], [-4.330709, -1.900719, -22.261008], [-1.086323, 2.560498, -24.598531], [-8.826616, -1.045708, -16.628650], [-6.924238, -3.266666, -23.864710], [-6.474190, -4.984602, -26.826941], [-3.803368, 9.606956, -21.398416], [-7.431547, -1.455896, -25.628219], [-3.118393, 8.056044, -19.520700], [-11.207386, 7.406679, -14.020776], [-9.379687, -1.111182, -14.504198], [-11.542350, 0.054215, -16.121233], [-1.858836, -1.635969, -22.448336], [2.149953, 9.393074, -20.204173], [-9.173767, 7.272347, -15.914470], [-0.623377, 11.059811, -19.849489], [-8.597486, -5.316755, -28.723283], [-7.153012, 5.463121, -14.598929], [-1.616616, -0.556765, -17.465417]],
  "forces_ev_per_angstrom": [[0.035, -0.305, -0.353], [-0.068, -0.008, -0.113], [0.134, -0.029, 0.095], [0.066, 0.250, 0.164], [-0.019, 0.176, -0.142], [-0.006, -0.103, 0.073], [-0.537, -0.592, -2.240], [-0.577, -0.353, 1.250], [-0.282, 0.130, -0.066], [0.191, -0.472, -0.039], [0.073, 0.610, -0.093], [0.114, 0.156, 0.443], [-0.094, -0.324, 0.040], [0.301, -0.491, 0.547], [-0.085, 0.757, -0.378], [0.237, -0.093, -0.085], [-0.241, -0.088, 0.094], [-0.622, -0.053, -0.173], [0.057, -0.255, 0.126], [0.025, -0.220, -0.945], [-0.054, 0.006, -0.085], [0.159, 0.081, -0.073], [-0.237, -0.468, -0.141], [0.043, -0.226, 0.161], [0.312, 0.826, 0.052], [0.149, -0.064, -0.053], [-0.048, -0.213, -0.194], [-0.196, 0.241, -0.394], [0.531, -1.774, 0.504], [0.450, -1.205, 0.933], [1.063, -0.469, 0.760], [0.704, 0.572, -1.338], [-0.134, -0.452, 0.265], [0.058, -0.018, -0.354], [-0.028, -0.117, -0.271], [-0.472, 0.111, 0.417], [-1.369, -0.089, -0.683], [-0.252, -0.546, 0.377], [0.213, -0.009, -0.458], [-0.145, 0.284, -0.216], [0.008, 0.029, -0.036], [0.388, -1.414, -0.933], [-0.046, -1.705, 0.716], [0.167, 0.018, -0.530], [-0.176, -0.158, 0.104], [0.106, 0.059, 0.273], [0.291, -0.093, -0.313], [0.016, 0.009, 0.007], [0.048, 0.046, 0.117], [-0.395, -0.415, 0.487], [-0.109, -0.263, -0.388], [-0.089, -0.168, -1.095], [0.009, -0.199, 0.223], [-0.126, -0.153, -0.414], [0.021, -0.158, -0.270], [0.210, -0.762, 0.295], [-0.174, 0.116, 0.306], [-0.291, -0.413, -0.677], [-0.400, 0.091, -0.232], [0.004, -0.212, -0.210], [0.710, 0.693, 0.544], [-1.734, 0.347, -0.549], [-0.093, -0.125, -0.057], [-0.062, 0.233, 0.077], [-0.288, -0.059, -0.305], [0.258, -0.469, -0.111], [0.320, -0.074, -0.302], [-0.097, -0.007, 0.439], [-0.261, -0.269, -0.034], [0.437, 0.141, 0.219], [-0.594, 1.123, -0.325], [-0.492, 1.332, -0.631], [-0.016, 0.102, -0.085], [0.486, 0.483, 0.141], [0.161, -0.278, -0.110], [0.753, -0.354, -0.310], [0.029, 0.067, -0.268], [-1.124, -0.258, 1.251], [-0.494, -0.723, -2.077], [0.383, 0.019, 0.088], [-0.429, 0.133, 0.143], [-0.116, -0.173, -0.085], [-0.243, -0.094, -0.188], [0.211, -0.063, 0.293], [-0.008, -0.105, 0.007], [-0.334, 0.032, 0.673], [0.032, 0.004, 0.046], [0.571, -0.439, 0.401], [0.419, 0.269, 0.292], [0.200, 0.747, 0.071], [-0.293, -0.452, 0.908], [0.148, 1.735, -0.708], [-0.022, 0.320, 0.407], [0.186, 0.167, -0.101], [0.893, -1.153, 0.918], [0.231, 0.177, -0.275], [0.139, 0.232, -0.172], [-0.070, 0.022, 0.128], [-0.263, 0.333, 1.152], [-0.146, 0.112, 0.121], [0.252, -0.850, -0.679], [-0.165, 0.093, 0.141], [-1.160, -1.161, 1.033], [0.254, 0.424, -0.108], [0.088, -0.301, 0.347], [0.213, 0.995, 0.498], [0.694, 1.061, -0.703], [-0.028, -0.066, -0.232], [-0.016, 0.024, 0.092], [0.683, 2.077, -0.709], [-1.039, 0.232, -0.840], [0.343, 0.630, 0.850], [-0.068, 0.055, -0.114], [0.539, -0.908, 0.012], [-0.039, -0.722, 0.446], [0.583, 0.263, 0.244], [-0.036, 0.164, 0.175], [-0.281, 0.007, -0.123], [-0.367, 1.336, -1.173], [0.006, 0.110, 0.022], [0.511, -0.220, -1.545], [0.074, 0.173, -0.062], [0.419, -0.371, 0.278], [0.579, -0.246, 0.420], [0.260, -0.034, 1.330], [-0.176, -0.190, -0.019], [0.093, 1.860, 1.257], [-0.747, -0.614, -0.810], [0.233, -0.308, -0.044], [0.035, 0.159, 0.154], [-0.004, -0.291, 0.205], [0.041, 0.678, -0.270], [-0.235, 0.372, 0.015], [-1.346, -1.046, -1.261], [-0.004, 0.243, -0.053], [-0.025, 0.126, -0.500], [-1.152, 1.028, 0.277], [0.230, -1.287, 0.612], [2.141, 0.065, 0.324], [0.386, 0.012, -0.219], [-0.030, -0.171, -0.062], [-0.108, -0.017, -0.413], [0.036, 0.046, 0.321], [0.101, 0.058, -0.036], [0.039, -0.142, 0.300], [-0.220, -0.167, -0.189], [-0.750, -0.011, -0.294], [-0.027, 0.338, 0.195], [0.141, 0.270, 0.047], [0.187, 0.091, 0.163], [-0.114, 0.321, 0.112], [0.049, 0.012, 0.177], [0.145, 0.383, 0.346], [-0.233, 1.669, 0.090], [0.140, -0.157, 0.269], [-0.375, -0.040, -0.242], [0.039, 0.146, -0.060], [0.634, 0.820, 0.387], [-0.462, -0.092, 0.208], [-0.446, 0.876, -0.095], [0.164, 0.545, -0.195], [-0.301, 0.164, -0.501], [0.992, 0.282, 0.458], [-0.139, 0.225, -0.025], [-0.083, 0.351, -0.177], [0.415, -0.170, 0.202], [-0.196, -0.254, -0.489], [-1.821, -1.034, -0.340], [0.852, 1.435, 0.905], [0.044, -0.495, 0.010], [0.026, -0.616, 0.026], [0.213, -0.231, 0.114], [-0.378, -0.810, 1.497], [-0.714, 0.544, -0.262], [0.151, -0.413, -0.225], [-0.028, -0.264, 0.164], [0.039, 0.024, -0.223], [0.381, -0.050, -0.471], [-0.195, 0.152, 0.134], [0.498, -0.331, -0.223], [0.099, 0.050, -0.174], [0.788, -1.034, 0.456], [0.218, -0.360, 0.218], [-0.006, -0.143, 0.644], [-0.014, 0.042, -0.167], [-1.487, 0.863, -0.283], [-0.428, -0.313, -0.375], [0.603, 0.697, 1.887], [0.502, 0.409, 0.326], [-0.164, -0.268, -0.384], [0.666, 0.441, 0.399], [-0.110, -0.419, -0.593], [-0.135, 0.308, 0.037], [0.573, -0.216, 0.814], [0.163, -0.062, -0.144]]
}